1.
14 unconnected molecules or ions with the total composition C5H37NO13 at a distorted geometry. Source: OMol25; level of theory: wB97M-V/def2-TZVPD.

Computed properties:
- ΔE to the lowest compared entry with this formula, charge and spin: 165.3 kcal per mole
- Total charge: 0
- Gap between HOMO and LUMO: 8.2380 eV
- Energy: -1245.3911 a.u.

CARTESIAN COORDINATES (ANGSTROEM)
H1 2.74878 -0.98509 1.06196
H2 -0.18249 -4.63353 -0.37231
H3 3.55856 0.71323 2.17813
O1 -3.68476 0.55597 -1.14747
H4 -3.53049 -2.48828 1.67388
H5 -0.46665 -2.96801 -0.66766
H6 -0.32073 -1.42998 -4.58535
H7 2.30892 1.02508 1.44744
H8 0.80065 2.63641 -0.79910
H9 1.71381 3.73920 2.82593
H10 0.14385 -0.24180 -0.06834
H11 3.25574 2.94941 -1.80297
C1 2.04558 0.11908 -0.93236
O2 2.64516 0.67619 2.33375
H12 -3.06221 -0.01932 -1.54364
H13 1.92731 -0.31823 -1.86816
H14 -0.68203 -0.82346 3.04890
H15 0.26662 3.18316 3.22447
H16 -2.33885 4.01747 0.11424
H17 -1.49988 1.93960 3.38241
O3 -0.22741 -2.40795 -4.35545
H18 -1.76712 1.56583 0.28786
C2 0.71591 0.58134 -0.38839
O4 2.49550 -3.88821 0.72414
C3 0.21465 1.83877 -0.43293
H19 -1.97493 -2.41236 1.67669
H20 3.49954 -3.66092 0.59685
H21 -1.33251 1.32957 -2.96438
C4 2.71603 -1.03402 -0.09135
H22 -4.56881 -1.68101 -0.37288
H23 -0.84648 -1.90881 -1.65120
O5 0.11153 -4.36496 -1.29118
H24 0.68325 -0.25139 2.96621
O6 -1.13571 0.62416 -3.50725
H25 -3.23206 1.26293 -0.65607
O7 -3.89551 -2.33744 -0.14967
H26 -2.97583 -2.43611 -0.63722
O8 -0.80562 -2.09215 -0.75197
C5 -1.40536 3.67671 -0.04394
O9 2.70479 3.55696 -2.18523
H27 1.07823 -4.50012 -1.22068
H28 1.78912 3.62500 -1.82466
O10 -2.70859 -2.50736 2.27016
H29 -0.05716 -2.25627 -3.42805
H30 -1.78218 0.39003 -4.17416
N1 -1.14244 2.19520 -0.23506
O11 0.07484 -0.49886 3.71168
H31 3.76279 -0.95887 -0.22414
H32 -1.19830 4.10795 0.96272
O12 0.78002 3.87267 2.60530
H33 -0.44717 1.10166 4.11827
H34 2.64580 1.03341 -1.05133
H35 2.06829 -1.98185 -0.30787
H36 2.11947 -3.52971 1.49093
O13 -0.73549 2.12769 3.90309
H37 -0.86799 4.17139 -0.87256

Cartesian forces (eV/Å) of the 3 atoms listed first:
H -1.0 0.4 -1.8
H 0.4 -0.2 -1.5
H 2.2 -0.1 0.1

2.
A molecular structure, C41H47N4O7RuS4Te. Source: OMol25; level of theory: wB97M-V/def2-TZVPD.

Computed properties:
- <S²>: 6.019
- 2S+1: 5
- ΔE to the lowest compared entry with this formula, charge and spin: 3.3 kcal per mole
- Total charge: -1
- Gap between HOMO and LUMO (alpha / beta): 6.6128 / 6.3750 eV
- Energy: -4291.9660 a.u.

CARTESIAN COORDINATES (ANGSTROEM)
H1 1.65499 7.04314 -1.67905
C1 0.55184 4.65251 -2.59288
C2 -3.68587 0.35884 -7.27490
H2 0.68065 -0.66464 -4.67541
H3 -0.08748 2.36811 -4.48446
H4 -4.60679 1.74892 -5.12629
H5 -1.57992 -8.41339 3.74248
H6 3.65482 -3.54753 0.44433
H7 2.89367 -0.13741 4.16095
Te1 -1.12177 0.79615 -1.38479
O1 1.15106 -1.82607 6.31095
H8 5.06536 -2.91876 -0.47322
H9 -1.66806 3.61302 1.45970
H10 2.44948 0.81700 -1.15355
C3 -0.69039 2.86257 -1.55833
O2 1.44931 -1.73445 4.10142
H11 0.17258 -1.05920 -3.03387
C4 4.25803 3.67211 -1.46014
O3 3.24294 -1.05748 1.91135
C5 0.10124 5.55615 -1.63789
O4 -0.88853 -1.02251 1.87850
C6 2.84078 1.80279 -0.93218
S1 -0.06541 -4.24961 3.87431
H12 -3.85308 -0.67597 -7.57895
H13 0.21070 7.53198 -0.78915
C7 1.27042 1.89807 1.04367
H14 -3.32758 3.06956 -2.41344
H15 2.26890 2.24851 5.29770
H16 1.57997 2.83868 -4.11385
C8 -1.38416 -0.21038 -4.29426
S2 -1.83795 -6.25928 5.18120
C9 -0.77867 5.09967 -0.67602
C10 -1.83319 -0.20302 2.19425
C11 -1.08104 -5.65756 3.82253
H17 -3.01430 0.80806 -8.00993
C12 2.33905 2.49000 0.16628
C13 -0.48715 -0.71007 4.94987
C14 -1.97943 0.59969 -3.31514
H18 -3.03807 4.02452 0.43023
H19 -2.33874 0.75843 4.04932
C15 3.79524 2.39523 -1.74711
H20 -2.20775 -6.18743 0.15421
N1 -0.49304 -5.28563 1.58459
H21 -0.33255 -2.07475 -4.38212
H22 -4.87211 2.39985 -2.95440
H23 -0.15169 1.85041 5.50684
C16 -3.23180 -9.32831 0.92681
H24 5.83510 -0.39729 -0.37724
H25 -3.78031 -10.16209 0.50756
H26 5.10066 -2.98537 1.32828
O5 -2.92656 -0.13647 1.66245
C17 -3.05003 -8.16670 0.18808
H27 -1.15391 5.79137 0.07215
O6 2.60706 0.75974 3.93212
C18 0.56443 6.98634 -1.66395
C19 0.40481 1.53158 4.61217
H28 1.93227 0.62286 5.89007
C20 -2.13894 3.40614 0.49745
C21 -1.95648 -0.27112 -5.56276
C22 -0.14825 -1.04508 -4.07211
N2 -0.25378 0.37768 3.98916
H29 4.12596 5.35209 -0.12881
C23 -3.69501 1.20519 -4.90058
H30 -1.40787 1.75308 2.90872
H31 -3.95833 1.62617 -1.64468
H32 -0.89828 -0.32715 5.88936
C24 3.76310 4.35728 -0.35676
C25 1.84516 1.27832 5.02297
H33 0.84869 1.41867 -3.34487
H34 -2.44026 2.36102 0.49755
N3 1.19101 0.55901 1.02170
C26 -3.10305 0.43564 -5.89044
H35 5.88052 -0.59946 1.40935
N4 -1.13643 -6.06257 2.53726
H36 2.38587 4.29401 1.30152
O7 0.52064 2.64805 1.67689
C27 -1.50698 0.75796 3.33700
H37 -4.63970 0.88340 -7.33050
Ru1 1.12541 -0.69000 2.33511
C28 5.29245 -0.25993 0.55764
H38 5.01520 0.78628 0.67421
H39 0.20057 7.50664 -2.55299
C29 4.48123 -2.83891 0.44404
H40 -1.19842 -1.40801 4.50251
C30 -1.18959 3.76647 -0.61335
C31 0.79733 -1.48670 5.19982
C32 0.12241 -4.29033 2.14246
C33 0.17144 3.31907 -2.57493
C34 -3.87289 2.14152 -2.60237
H41 1.23028 4.99057 -3.37066
C35 2.80048 3.77127 0.44986
H42 4.17178 1.86326 -2.61280
C36 -3.16115 1.29248 -3.61891
C37 -2.69944 -9.41064 2.20355
C38 -2.00044 -8.34535 2.75191
H43 -1.48512 -0.89900 -6.31378
C39 -2.35920 -7.09267 0.72229
H44 0.38035 2.33750 3.88211
S3 1.06700 -3.17985 1.23463
H45 -3.45314 -8.08912 -0.81371
S4 3.77444 -1.19991 0.50480
H46 -2.82647 -10.31272 2.78872
H47 4.99445 4.13965 -2.10266
C40 0.65982 2.43585 -3.68913
C41 -1.84443 -7.18024 2.01236

Cartesian forces (eV/Å) of the 3 atoms listed first:
H 0.0 0.0 0.0
C 0.0 0.0 0.0
C 0.0 0.0 -0.1

3.
C4H11NS2 in the gas phase. Source: OMol25; level of theory: wB97M-V/def2-TZVPD.

Computed properties:
- SMILES: CSSC[C@@H](C)N
- ΔE to the lowest compared entry with this formula, charge and spin: 1.8 kcal per mole
- Total charge: 0
- Gap between HOMO and LUMO: 9.4712 eV
- Energy: -1010.1355 a.u.

CARTESIAN COORDINATES (ANGSTROEM)
H1 1.03274 -0.50279 1.20749
S1 -1.22031 1.18200 0.64400
C1 0.02609 0.42301 -0.41909
H2 0.25839 1.02975 -1.29163
H3 -4.57939 -0.80730 -0.05727
C2 -3.57042 -0.59631 0.28280
C3 1.30716 0.08255 0.32926
H4 -0.37376 -0.50845 -0.80960
H5 1.72439 -1.63587 -0.95153
S2 -2.90744 0.89010 -0.52822
H6 3.09617 -1.09873 -0.01117
N1 1.91180 1.31586 0.81948
H7 -3.59335 -0.45200 1.35578
H8 2.57452 -0.15955 -1.40714
H9 2.22562 1.89460 0.04411
H10 -2.91505 -1.42683 0.04450
H11 2.78015 1.11953 1.31068
C4 2.22269 -0.74956 -0.56245

Cartesian forces (eV/Å) of the 3 atoms listed first:
H 0.0 -0.1 0.1
S -0.3 0.2 -0.4
C 0.3 -0.7 -0.2

4.
A molecular structure, C25H24F2HgN3O6S. Source: OMol25; level of theory: wB97M-V/def2-TZVPD.

Computed properties:
- <S²>: 0.779
- 2S+1: 2
- ΔE to the lowest compared entry with this formula, charge and spin: 0.4 kcal per mole
- Total charge: -2
- Gap between HOMO and LUMO (alpha / beta): 3.9721 / 7.3552 eV
- Energy: -2334.1951 a.u.

CARTESIAN COORDINATES (ANGSTROEM)
H1 -4.24417 -1.36695 -2.09332
C1 -0.65137 0.97046 4.17998
C2 -4.64152 1.11730 -0.10158
H2 4.26942 0.93141 2.66239
C3 1.66480 0.88182 3.72346
C4 -0.92749 0.69367 2.85633
H3 2.75232 -0.08919 -1.86654
C5 -5.43046 -2.11592 -0.64301
O1 -1.23692 -1.91559 -1.02561
C6 1.07282 3.09813 -0.90883
C7 0.10792 3.93083 1.14326
H4 -3.03842 -0.06452 -0.84776
C8 -4.02064 -0.23772 -0.40548
C9 0.27643 4.34359 2.58054
H5 0.59941 5.38510 2.66396
C10 -1.74812 -1.74525 -2.16269
F1 -1.66887 1.16339 5.07975
H6 1.02293 3.71257 3.06712
H7 -5.72522 0.60752 -1.48752
C11 4.87978 0.63093 0.66426
H8 1.92651 2.76123 -1.48124
O2 -5.67255 1.41125 -0.90371
C12 4.47617 0.34311 -0.66823
S1 -0.42530 1.89679 -2.85878
C13 -3.86091 -1.12708 0.84782
O3 -2.64457 -2.44538 -2.68725
H9 -2.03260 -0.25570 -3.67790
Hg1 -0.26938 0.18421 -0.07645
C14 2.56197 0.49320 1.38612
H10 -4.73916 -3.11326 1.19371
C15 1.48931 0.61517 2.34334
H11 -2.31054 3.12388 -1.10256
H12 -2.82352 -1.15911 1.17537
H13 -2.04024 4.01792 1.17867
O4 0.84764 1.82431 -3.55735
N1 -4.86021 -0.97728 -1.37792
H14 -0.39828 -0.93072 -3.60728
N2 -0.83389 0.53950 -2.13022
C16 0.65334 1.05847 4.63386
H15 2.21126 3.67308 0.80749
H16 5.17600 0.29410 -1.49137
C17 1.22026 3.61096 0.37120
H17 -1.96252 0.65724 2.53750
H18 5.92527 0.80194 0.89982
H19 0.88592 1.26307 5.67014
C18 -1.23376 -0.55852 -2.99759
N3 2.20213 0.17888 0.08203
C19 0.10906 0.49964 1.94908
H20 -5.67594 -2.91706 -1.34068
C20 -4.36151 -2.49333 0.37717
O5 -1.52134 2.43088 -3.64926
H21 -0.65971 4.22914 3.12766
H22 -4.46767 -0.73728 1.66956
C21 3.94666 0.70192 1.66036
F2 2.92684 0.98407 4.25725
C22 3.12852 0.12666 -0.86838
H23 -6.35291 -1.80157 -0.13847
H24 -3.54949 -3.01363 -0.13370
C23 -1.16118 3.80341 0.58199
O6 -4.27884 1.85170 0.78230
C24 -0.20242 2.91315 -1.42174
C25 -1.32242 3.29975 -0.69767

Cartesian forces (eV/Å) of the 3 atoms listed first:
H 0.0 0.0 0.0
C 0.0 0.0 0.0
C -0.1 -0.1 0.1